C24H20FeN2 | ωB97M-V/def2-TZVPD

Structure (XYZ):
```
47
Properties=species:S:1:pos:R:3:mulliken_spin:R:1
Fe 0.72400 -0.63368 -0.31512 4.578
N -1.17486 -1.36274 0.59538 0.137
C -1.93655 -2.36916 -0.08466 -0.059
C -2.21797 -3.56640 0.54928 0.015
C -3.00111 -4.51204 -0.09318 -0.004
C -3.50200 -4.24313 -1.35895 0.012
C -3.18098 -3.05055 -1.98983 -0.003
C -2.37796 -2.10032 -1.36288 0.017
C -1.92465 -0.88237 -2.07543 -0.110
C -2.78594 -0.27058 -2.99261 0.001
C -2.35718 0.74569 -3.82657 0.010
C -1.02908 1.13565 -3.80371 0.013
C -0.16573 0.56185 -2.87815 -0.073
C -0.61362 -0.38985 -1.95163 0.277
H -1.10804 -1.57052 1.58244 -0.027
H -1.62398 -0.45312 0.50650 0.004
H -1.84324 -3.75390 1.55047 0.000
H -3.22414 -5.44944 0.39828 0.000
H -4.12643 -4.96845 -1.86263 0.001
H -3.53592 -2.86370 -2.99542 0.000
H -3.81101 -0.61663 -3.05394 -0.002
H -3.04872 1.20107 -4.52368 0.001
H -0.66141 1.87902 -4.50077 -0.002
H 0.87919 0.84582 -2.91859 0.001
N 0.92834 1.57859 -0.48812 0.137
C 2.11402 2.21405 0.00767 -0.059
C 2.89767 2.97186 -0.84440 0.015
C 4.01161 3.62790 -0.34572 -0.004
C 4.32195 3.52576 1.00281 0.013
C 3.54210 2.73475 1.83308 -0.003
C 2.43135 2.05376 1.33981 0.017
C 1.66808 1.10700 2.18696 -0.109
C 1.50792 1.38878 3.54793 0.001
C 0.97857 0.46027 4.42546 0.010
C 0.65016 -0.80447 3.96810 0.014
C 0.77265 -1.09316 2.61425 -0.072
C 1.20263 -0.12538 1.69603 0.277
H 0.67715 1.94763 -1.39517 -0.027
H 0.14287 1.74935 0.13709 0.004
H 2.62927 3.06650 -1.89179 0.000
H 4.62732 4.22176 -1.00785 0.000
H 5.18068 4.04614 1.40462 0.001
H 3.81367 2.62092 2.87490 0.000
H 1.82106 2.35772 3.91852 -0.002
H 0.86462 0.70959 5.47254 0.001
H 0.30291 -1.56588 4.65611 -0.002
H 0.56073 -2.10596 2.29256 0.001
```

Computed properties:
Multiplicity: 6
Total charge: +1
LUMO (spin up / spin down) in eV: -3.30 / -5.24
Orbital gap (spin up / spin down) in hartree: 0.2972 / 0.2308
Expectation value of S²: 8.767
Energy relative to the best compared isomer or geometry (same formula, charge and spin) in kJ/mol: 0.0